The following is a quantum chemistry calculation of a structure of composition C18H13AsAuS4, from OMol25.

CARTESIAN COORDINATES (ANGSTROEM)
Au1 -3.2076 -1.2144 0.2699
S1 -5.3322 -2.1699 0.5486
S2 -5.7435 -1.5652 2.5191
S3 -3.9643 -1.6163 3.5009
S4 -2.7616 -0.1358 2.6974
C1 -0.9824 4.2281 0.3167
C2 -1.8207 3.6061 -0.6243
C3 -1.8288 2.2236 -0.7471
C4 -0.8965 1.4671 0.0024
C5 -0.0138 2.1160 0.8588
C6 -0.0203 3.4987 0.9885
As1 -0.9156 -0.4295 -0.2362
C7 0.4820 -1.1005 0.8951
C8 0.3530 -1.4197 2.2408
C9 1.3930 -2.0962 2.8722
C10 2.5399 -2.3932 2.1748
C11 2.6798 -2.0798 0.8344
C12 1.6294 -1.4341 0.1670
C13 1.5927 -1.1063 -1.2845
C14 2.6174 -1.3584 -2.2121
C15 2.4874 -1.0537 -3.5612
C16 1.3051 -0.4568 -3.9335
C17 0.2663 -0.1948 -3.0251
C18 0.3949 -0.5028 -1.6866
H1 -1.1770 5.2533 0.5305
H2 -2.6072 4.2061 -1.0625
H3 -2.6324 1.7167 -1.2773
H4 0.6595 1.4738 1.4245
H5 0.5892 3.9915 1.7224
H6 -0.5841 -1.0936 2.7499
H7 1.2739 -2.3374 3.9094
H8 3.3604 -2.8637 2.6656
H9 3.5593 -2.3276 0.2692
H10 3.5178 -1.7561 -1.8855
H11 3.2739 -1.1957 -4.2650
H12 1.1657 -0.1298 -4.9413
H13 -0.6525 0.2506 -3.4157

Its total charge is -1. The value obtained for the HOMO energy is -3.51 eV. For the orbital gap, the calculation gives 6.1363 eV. The calculation puts the total energy at -126752.073 eV.

Here are the Löwdin charges for atoms 1 to 8, given in e: atom 1 (Au): 0.0665, atom 2 (S): -0.2487, atom 3 (S): -0.2362, atom 4 (S): -0.2517, atom 5 (S): -0.1570, atom 6 (C): -0.0956, atom 7 (C): -0.0887, atom 8 (C): -0.1116